No. 1
ORCA calculation (ωB97M-V/def2-TZVPD) on a single C12H12S molecule.

Computed properties:
- Lowest unoccupied orbital energy: 0.4354 eV
- ΔE to the lowest compared entry with this formula, charge and spin: 120.7 kJ/mol
- HOMO energy: -7.736 eV
- Total charge: 0
- SMILES string: Cc1ccc2c(c1)/C=C/CS/C=C\2
- HOMO-LUMO gap: 8.171 eV

Element x y z (Å)
C -0.84576 -0.95968 1.61571
C 0.16995 -1.82846 1.55883
C 1.18490 -0.77979 -0.23401
C -0.97984 0.09925 0.61856
C 0.07666 0.11827 -0.31606
C 1.31350 -1.71277 0.67833
C -2.19677 0.85344 0.63540
C 0.15321 1.11149 -1.35269
C -2.83543 1.72690 -0.12590
C -0.18590 2.36998 -1.09970
C -0.93666 3.34366 -1.98833
C 2.34330 -2.73175 0.63634
S -2.69156 2.92362 -1.51949
H -1.48775 -1.02181 2.39728
H 0.15568 -2.58037 2.37802
H 2.04019 -0.69900 -0.98557
H -2.71242 0.63124 1.48922
H 0.23051 0.76684 -2.31663
H -3.84741 1.96868 0.24641
H -0.23610 2.70396 -0.08569
H -0.68547 3.16203 -3.12216
H -0.94887 4.35124 -1.87782
H 3.33570 -2.26576 0.23641
H 2.49278 -3.28192 1.53767
H 2.03130 -3.49344 -0.09491

***

No. 2
ORCA calculation (ωB97M-V/def2-TZVPD) on a molecular structure, C12H13BrIrO2.

Computed properties:
- Lowest unoccupied orbital energy (spin up / spin down): 3.1121 / 1.2669 eV
- ΔE to the lowest compared entry with this formula, charge and spin: 0.0 kJ/mol
- Spin multiplicity: 5
- HOMO energy (spin up / spin down): -0.338 / -4.436 eV
- Total charge: -1
- HOMO-LUMO gap (spin up / spin down): 3.450 / 5.703 eV
- Expectation value of S²: 6.04

Element x y z (Å)
C -0.83397 -1.09709 -1.85351
C -1.32882 -2.22533 -1.10805
C -2.50296 -1.79824 -0.33247
H -0.91711 -3.21668 -1.07834
C -2.47042 -0.30728 -0.39908
C -1.53963 0.05004 -1.44625
H -1.47764 1.05592 -1.86775
H -0.07957 -1.16790 -2.64529
H -3.21027 -2.43126 0.20105
H -3.02671 0.36634 0.23633
Ir -0.80880 -1.11374 0.64538
Br 1.19430 -2.28837 1.22734
C 2.85069 1.14196 -0.50077
C 1.99371 1.91252 -1.35052
C 2.04991 1.31456 -2.66489
H 1.31464 2.69915 -1.03726
C 2.85414 0.12817 -2.55554
C 3.50195 0.13104 -1.28935
H 4.21013 -0.59631 -0.91937
H 2.86346 1.21469 0.59691
H 1.60075 1.70956 -3.55090
H 2.95774 -0.63912 -3.34359
C -1.76207 0.93489 4.16790
O -1.78445 0.30814 2.87508
C -0.67210 0.09332 2.14072
O 0.43544 0.57097 2.34151
H -1.01722 0.52300 4.84606
H -2.73884 0.72179 4.58568
H -1.65629 2.00525 4.07897

***

No. 3
ORCA calculation (ωB97M-V/def2-TZVPD) on a molecular structure, C12H13ClN11Pd.

Computed properties:
- Lowest unoccupied orbital energy: 2.3893 eV
- ΔE to the lowest compared entry with this formula, charge and spin: 0.0 kJ/mol
- HOMO energy: -4.902 eV
- Total charge: -1
- HOMO-LUMO gap: 7.292 eV

Element x y z (Å)
Pd 1.39229 0.68962 0.18666
N 2.75171 3.79718 -0.10467
C 3.59631 2.71172 -0.03606
N 4.90954 2.84551 -0.07542
N 5.37434 1.58195 0.01100
N 4.41033 0.74261 0.09847
N 3.23968 1.42940 0.07719
C 1.38004 3.75938 -0.04653
N 0.60491 4.83388 -0.08782
N -0.64255 4.33509 -0.02470
N -0.61771 3.05056 0.05212
N 0.67283 2.64000 0.03998
H 3.18835 4.69860 -0.17343
C -3.68244 -0.90524 -0.39728
N -2.93256 0.30982 -0.11937
C -3.64738 1.55022 0.15662
C -1.64373 0.22420 0.11002
N -0.51789 0.08869 0.30568
H -4.32661 -1.16131 0.44823
H -2.99044 -1.72553 -0.57794
H -4.30340 -0.76061 -1.28334
H -4.30586 1.42118 1.01975
H -4.24678 1.81969 -0.71464
H -2.91788 2.33388 0.35062
Cl -2.39664 -5.16134 -0.09054
C -1.05948 -4.02935 -0.01916
C -0.43904 -3.62774 -1.18774
C 0.61914 -2.73182 -1.11714
C 1.07007 -2.21333 0.09918
C 2.15275 -1.20190 0.15464
C 0.42111 -2.65624 1.25809
C -0.63172 -3.55327 1.21010
H -0.77924 -4.01113 -2.14096
H 1.09488 -2.40263 -2.03371
H 2.80798 -1.26850 -0.71377
H 2.78836 -1.32018 1.03378
H 0.73372 -2.25642 2.21565
H -1.12701 -3.87667 2.11643

***

No. 4
ORCA calculation (ωB97M-V/def2-TZVPD) on a gas-phase ion, C12H13FN (charge +1).

Computed properties:
- Lowest unoccupied orbital energy: -4.5090 eV
- ΔE to the lowest compared entry with this formula, charge and spin: 0.0 kJ/mol
- HOMO energy: -12.780 eV
- Total charge: +1
- SMILES string: FCCCc1cccc2c[nH+]ccc12
- HOMO-LUMO gap: 8.271 eV

Element x y z (Å)
F -2.88018 0.48967 -1.50638
C -2.25051 1.60052 -2.09007
C -0.78327 1.28390 -2.30323
C 0.11619 1.60955 -1.08940
C 0.75487 0.39144 -0.48096
C 1.76775 -0.24345 -1.15869
C 2.41297 -1.40570 -0.68281
C 2.03748 -1.96009 0.49951
C 0.99374 -1.34915 1.23079
C 0.57604 -1.90378 2.43803
N -0.41664 -1.36008 3.12472
C -1.07846 -0.24297 2.69888
C -0.71604 0.34677 1.54315
C 0.34191 -0.17269 0.74992
H -2.76254 1.82105 -3.02530
H -2.39519 2.42815 -1.39368
H -0.42068 1.79323 -3.19426
H -0.73480 0.21368 -2.51543
H 0.91849 2.28469 -1.38693
H -0.48027 2.14080 -0.35114
H 2.08717 0.17563 -2.10596
H 3.20375 -1.84668 -1.27254
H 2.51723 -2.85203 0.87930
H 1.04035 -2.79227 2.84355
H -0.70039 -1.79339 3.99325
H -1.88170 0.12146 3.31988
H -1.26727 1.22173 1.23580

***

What are the max |F| values for these records? In order: 5.40; 3.23; 0.36; 0.34 eV Å⁻¹.